Entry 1:
Entry from the OMol25 dataset: C38H34Cl3FeN2O5SSi as an isolated structure at a distorted geometry (ωB97M-V/def2-TZVPD).

Spin multiplicity: 5
Net charge: -1
Kohn-Sham gap (spin up / spin down) (eV): 4.85 / 6.91
Electronic energy (eV): -143849.9785
E_HOMO (spin up / spin down) (Ha): -0.102 / -0.172

Positions of all 85 atoms, in Å:
Fe: 0.2770 0.7989 -0.2464
C: 4.3121 -3.4887 -0.9779
C: 5.0664 -3.3511 0.3456
C: 6.4885 -2.8537 0.0408
C: 5.1355 -4.7402 0.9971
C: 4.3976 -2.3666 1.3012
C: 4.9309 -2.1819 2.5880
C: 4.3638 -1.3204 3.5065
C: 3.2316 -0.6110 3.1327
S: 2.2610 0.5037 4.0482
C: 1.2125 0.7050 2.6487
N: 1.5819 0.0244 1.6097
C: 2.6975 -0.7448 1.8425
C: 3.2849 -1.6290 0.9361
C: 0.0284 1.5392 2.6215
C: -0.4151 2.2749 3.7223
C: -1.5391 3.0687 3.6046
C: -2.2303 3.1117 2.3962
C: -1.7868 2.3698 1.3113
C: -0.6452 1.5813 1.3925
H: 4.8460 -4.1902 -1.6226
H: 4.2456 -2.5379 -1.5037
H: 3.3021 -3.8769 -0.8234
H: 6.9879 -3.5390 -0.6484
H: 7.0906 -2.7820 0.9480
H: 6.4463 -1.8665 -0.4225
H: 5.6130 -5.4467 0.3141
H: 4.1311 -5.1049 1.2208
H: 5.7089 -4.7269 1.9253
H: 5.8146 -2.7337 2.8845
H: 4.7940 -1.2117 4.4939
H: 2.8263 -1.7182 -0.0377
H: 0.1317 2.2285 4.6591
H: -1.8783 3.6604 4.4461
H: -3.1081 3.7398 2.3008
H: -2.3292 2.4151 0.3725
Cl: 3.2901 -0.0590 -2.7274
Si: 1.2348 0.0845 -2.2147
Cl: 0.4396 0.6492 -4.0513
Cl: 1.3210 2.6980 -0.2781
C: -3.4320 -4.5230 -1.2342
O: -3.1340 -3.8199 -0.0503
C: -3.9248 -4.0203 1.0244
C: -4.7668 -5.1122 1.1583
C: -5.4927 -5.3214 2.3267
C: -5.3684 -4.4303 3.3769
C: -4.5492 -3.3197 3.2447
C: -3.8395 -3.0665 2.0692
N: -3.0506 -1.9210 2.0011
C: -2.6715 -1.1379 0.9237
C: -3.3594 -0.9150 -0.2718
C: -4.6966 -1.3194 -0.5205
C: -5.3120 -1.0931 -1.7320
C: -4.6166 -0.4500 -2.7562
C: -3.3246 0.0021 -2.5424
C: -2.6652 -0.1741 -1.3123
O: -1.4818 0.3500 -1.1593
H: -2.7906 -4.0943 -2.0012
H: -4.4779 -4.3826 -1.5226
H: -3.2150 -5.5924 -1.1413
H: -4.8337 -5.8354 0.3561
H: -6.1396 -6.1852 2.4102
H: -5.9143 -4.5913 4.2980
H: -4.4606 -2.6080 4.0577
H: -2.6640 -1.6339 2.8844
H: -1.7383 -0.6216 1.0629
H: -5.2542 -1.7992 0.2747
H: -6.3381 -1.4078 -1.8875
H: -5.0921 -0.2875 -3.7170
H: -2.7828 0.5263 -3.3207
O: 0.6629 -3.8819 -3.6277
C: 0.6690 -4.4899 -2.4213
C: 0.6873 -5.8817 -2.3408
C: 0.6768 -6.5264 -1.1172
C: 0.6427 -5.7873 0.0569
C: 0.6231 -4.4087 -0.0130
C: 0.6371 -3.7339 -1.2340
C: 0.6585 -2.2485 -1.1720
O: 0.9148 -1.6107 -2.2853
O: 0.5571 -1.6644 -0.1002
H: 0.7040 -4.5494 -4.3191
H: 0.7061 -6.4596 -3.2594
H: 0.6888 -7.6087 -1.0837
H: 0.6307 -6.2848 1.0178
H: 0.5940 -3.8031 0.8828

Cartesian forces (eV/Å) of the 3 atoms listed first:
-1.7 -0.6 0.9
0.0 0.0 0.1
0.1 -0.1 0.0

Here are the Mulliken charges for atoms 1 to 4, given in e: number 1, Fe, carries 0.321; number 2, C, carries -1.537; number 3, C, carries 2.268; number 4, C, carries -1.813

***

Entry 2:
Entry from the OMol25 dataset: C38H34F4N5Na as an isolated structure (ωB97M-V/def2-TZVPD).

Relative energy (zero: lowest compared OMol25 entry of this formula, charge and spin) (kJ/mol): 24.9
Net charge: -2
Kohn-Sham gap (spin up / spin down) (eV): 5.69 / 4.25
Electronic energy (eV): -62692.6012
E_HOMO (spin up / spin down) (Ha): -0.067 / -0.014

Positions of all 82 atoms, in Å:
Na: 1.6335 -0.3344 -0.6682
C: -2.3556 -0.5584 -3.9653
C: -1.1916 -1.0511 -3.0980
N: -0.6224 -0.0880 -2.1650
C: -1.2470 -0.0667 -0.8430
C: -2.7321 0.2995 -0.7597
C: -0.3533 1.2125 -2.7687
C: 0.7751 2.0114 -2.1297
N: 2.0122 1.2487 -2.1831
C: 3.1341 1.7768 -1.7029
C: 4.3154 0.9649 -1.6809
F: 4.2000 -0.3172 -2.1217
C: 5.5296 1.3834 -1.2082
F: 6.5650 0.5054 -1.2336
C: 5.7385 2.6599 -0.7077
C: 4.6211 3.4739 -0.7096
F: 4.7352 4.7391 -0.2310
C: 3.3894 3.0778 -1.1767
F: 2.3854 3.9984 -1.1319
H: -2.8282 -1.4103 -4.4617
H: -2.0145 0.1327 -4.7395
H: -3.1229 -0.0518 -3.3795
H: -0.3863 -1.3949 -3.7560
H: -1.5077 -1.9267 -2.5253
H: -0.6844 0.6223 -0.2061
H: -1.1125 -1.0637 -0.4091
H: -2.9393 1.2549 -1.2517
H: -3.0196 0.4023 0.2894
H: -3.3662 -0.4685 -1.2078
H: -1.2546 1.8489 -2.8063
H: -0.0544 1.0221 -3.8040
H: 0.5031 2.2907 -1.1039
H: 0.8326 2.9491 -2.6984
H: 6.6888 2.9811 -0.3115
C: 2.5800 -4.9499 -2.1326
C: 2.3165 -3.5873 -2.1426
N: 1.1908 -3.0852 -1.6188
C: 0.2877 -3.9237 -1.1198
C: 0.4256 -5.3373 -1.0887
C: 1.6471 -5.8166 -1.5997
C: -0.5280 -6.2283 -0.4884
C: -1.8892 -6.0605 -0.2189
C: -2.8430 -5.2150 -0.8180
C: -2.6384 -4.4909 -2.0316
C: -3.6871 -3.8008 -2.5651
N: -4.9156 -3.7266 -2.0062
C: -5.0110 -4.4288 -0.8678
N: -4.1001 -5.1551 -0.2535
H: 3.5148 -5.3202 -2.5361
H: 3.0230 -2.8744 -2.5531
H: -0.5976 -3.4773 -0.6773
H: 1.8420 -6.8837 -1.5728
H: -0.0909 -7.1572 -0.1278
H: -2.3287 -6.7397 0.5079
H: -1.6821 -4.5119 -2.5377
H: -3.5609 -3.2705 -3.5052
H: -5.9865 -4.3973 -0.3851
C: 1.4481 0.7051 1.4317
C: 0.9590 1.5580 2.2023
C: 0.3784 2.4420 3.0935
C: 0.9225 2.5699 4.4488
C: 0.6669 3.6821 5.2652
C: 1.2118 3.7806 6.5374
C: 2.0333 2.7761 7.0357
C: 2.3133 1.6767 6.2290
C: 1.7736 1.5760 4.9578
C: -0.8027 3.2094 2.6487
C: -0.9007 3.6047 1.3119
C: -2.0188 4.2760 0.8407
C: -3.0752 4.5693 1.6954
C: -2.9957 4.1770 3.0269
C: -1.8738 3.5063 3.4973
H: 0.0544 4.4906 4.8838
H: 1.0020 4.6581 7.1385
H: 2.4546 2.8518 8.0306
H: 2.9627 0.8895 6.5934
H: 2.0018 0.7299 4.3217
H: -0.0758 3.3769 0.6487
H: -2.0637 4.5655 -0.2027
H: -3.9514 5.0899 1.3276
H: -3.8197 4.3775 3.7020
H: -1.8398 3.1751 4.5293

Cartesian forces (eV/Å) of the 3 atoms listed first:
-0.2 -0.9 -0.2
-0.1 0.0 0.0
0.1 0.0 0.1

Here are the Mulliken charges for atoms 1 to 4, given in e: number 1, Na, carries 0.683; number 2, C, carries -1.256; number 3, C, carries 0.259; number 4, N, carries 0.950

***

Entry 3:
Entry from the OMol25 dataset: C38H35BBrF2N6O5S3Tl as an isolated structure (ωB97M-V/def2-TZVPD).

Relative energy (zero: lowest compared OMol25 entry of this formula, charge and spin) (kJ/mol): 8.4
Net charge: -2
Kohn-Sham gap (eV): 4.34
Electronic energy (eV): -172509.0342
E_HOMO (Ha): -0.023

Positions of all 92 atoms, in Å:
Tl: 0.0531 0.1982 0.4590
O: 2.7718 -3.6310 -0.5725
S: 1.4409 -3.2515 -0.1435
O: 1.3280 -2.7532 1.2157
N: 0.6452 -2.2937 -1.0773
C: 0.6518 -2.4283 -2.4504
C: 1.2034 -3.4736 -3.1836
C: 1.1377 -3.5094 -4.5893
C: 0.5393 -2.5141 -5.3065
C: -0.0360 -1.4234 -4.6111
C: -0.6395 -0.3312 -5.2756
C: -1.1675 0.6982 -4.5555
C: -1.1194 0.6266 -3.1462
N: -0.5761 -0.3674 -2.4976
C: -0.0074 -1.3819 -3.1966
C: 0.5115 -4.7943 -0.1059
C: -0.8126 -4.8301 -0.5195
C: -1.5421 -6.0069 -0.3941
C: -0.9482 -7.1410 0.1421
C: 0.3817 -7.1025 0.5476
C: 1.1128 -5.9301 0.4229
H: 1.7280 -4.2580 -2.6592
H: 1.5872 -4.3491 -5.1090
H: 0.5052 -2.5360 -6.3905
H: -0.6638 -0.3247 -6.3607
H: -1.6087 1.5616 -5.0369
H: -1.5374 1.4305 -2.5477
H: -1.2555 -3.9326 -0.9345
H: -2.5783 -6.0346 -0.7107
H: -1.5182 -8.0574 0.2451
H: 0.8468 -7.9888 0.9637
H: 2.1509 -5.8765 0.7272
N: 2.3243 4.2795 -0.5544
C: 3.5130 3.7233 -1.0096
C: 4.7425 4.2272 -0.5933
C: 5.9333 3.7187 -1.1027
C: 5.9041 2.6755 -2.0171
C: 4.6771 2.1501 -2.4158
C: 3.4850 2.6753 -1.9388
S: 1.9315 2.1201 -2.5096
N: 0.8704 2.5477 -1.2838
C: 1.0965 3.5793 -0.5128
C: 0.1397 4.0561 0.4043
C: 0.3734 4.9259 1.4943
C: -0.4621 4.9530 2.5727
C: -1.4533 3.8958 2.6704
C: -1.7526 3.1513 1.6037
N: -1.2058 3.5240 0.3337
H: 2.4279 4.9906 0.1456
H: 4.7591 5.0353 0.1322
H: 6.8781 4.1349 -0.7733
H: 6.8255 2.2640 -2.4110
H: 4.6349 1.3210 -3.1141
H: 1.2817 5.5230 1.5353
H: -0.2561 5.5914 3.4213
H: -1.8650 3.6316 3.6364
H: -2.3944 2.2807 1.6287
O: 2.8143 0.1398 0.0865
S: 3.9519 -0.4329 0.8858
C: 4.8794 1.0316 1.4251
C: 3.9860 1.6529 2.4903
C: 3.6739 0.5080 3.4531
C: 3.3277 -0.7030 2.5797
H: 5.0505 1.6496 0.5447
H: 5.8334 0.6864 1.8400
H: 3.0594 1.9944 2.0189
H: 4.4539 2.5088 2.9811
H: 2.8323 0.7343 4.1087
H: 4.5554 0.2950 4.0677
H: 2.2496 -0.8202 2.4512
H: 3.7362 -1.6492 2.9374
C: -0.8675 -1.4568 4.8030
O: -0.6929 -0.8174 3.5468
C: 0.1761 0.3427 3.5170
O: 0.6010 0.6529 4.6196
H: -1.5493 -2.2941 4.6375
H: -1.2875 -0.7752 5.5471
H: 0.0846 -1.8288 5.1915
F: -1.5764 3.9814 -2.0134
B: -1.9572 3.4712 -0.8298
F: -3.1721 2.8602 -0.8453
Br: -6.6484 -1.5224 0.9671
C: -4.7977 -1.9180 1.1762
C: -4.4111 -3.0375 1.8867
C: -3.0564 -3.2822 2.0148
C: -2.1560 -2.3997 1.4308
N: -2.5466 -1.3335 0.7407
C: -3.8439 -1.0840 0.6140
H: -5.1497 -3.6919 2.3302
H: -2.7001 -4.1449 2.5628
H: -1.0815 -2.5378 1.5252
H: -4.1253 -0.2002 0.0504

Cartesian forces (eV/Å) of the 3 atoms listed first:
0.2 0.2 0.0
0.1 -0.1 0.0
-0.2 -0.1 0.1

Here are the Mulliken charges for atoms 1 to 4, given in e: number 1, Tl, carries 1.074; number 2, O, carries -0.758; number 3, S, carries 0.638; number 4, O, carries -0.491